(1)
# C60H180N30O10P10

A cluster of 10 separate species, C60H180N30O10P10 in total in a non-equilibrium geometry (ωB97M-V/def2-TZVPD, the Open Molecules 2025 dataset).

```
! wB97M-V def2-TZVPD RIJCOSX def2/J DEFGRID3
* xyz 0 1
O 1.186 -8.566 0.698
P 2.306 -7.945 -0.016
N 2.677 -8.547 -1.515
C 2.363 -7.765 -2.709
C 2.408 -9.971 -1.693
N 3.748 -7.974 0.811
C 4.927 -8.719 0.270
C 3.655 -8.070 2.273
N 2.060 -6.328 -0.249
C 3.102 -5.399 -0.665
C 0.735 -5.728 -0.422
H 2.991 -6.879 -2.826
H 1.307 -7.460 -2.708
H 2.542 -8.349 -3.613
H 2.611 -10.488 -0.755
H 3.098 -10.369 -2.441
H 1.377 -10.181 -1.996
H 4.651 -9.785 0.197
H 5.155 -8.393 -0.739
H 5.758 -8.641 0.962
H 2.958 -7.316 2.654
H 3.321 -9.065 2.594
H 4.588 -7.812 2.779
H 3.108 -4.572 0.063
H 4.108 -5.825 -0.667
H 2.921 -5.029 -1.686
H 0.710 -4.819 0.184
H 0.044 -6.491 -0.043
H 0.433 -5.560 -1.467
O -6.733 2.744 -6.220
P -5.286 2.856 -6.283
N -4.540 1.822 -7.329
C -3.151 1.940 -7.693
C -5.361 0.953 -8.215
N -4.454 2.664 -4.882
C -4.714 3.637 -3.847
C -4.075 1.326 -4.380
N -4.846 4.396 -6.725
C -3.514 4.969 -6.673
C -5.732 5.065 -7.673
H -2.530 2.066 -6.800
H -3.066 2.754 -8.409
H -2.769 0.988 -8.059
H -6.097 1.497 -8.812
H -5.916 0.215 -7.611
H -4.757 0.285 -8.827
H -5.678 3.372 -3.392
H -3.957 3.530 -3.068
H -4.759 4.640 -4.255
H -3.200 1.452 -3.740
H -4.928 0.930 -3.804
H -3.864 0.636 -5.190
H -3.610 5.955 -6.204
H -2.898 4.411 -5.968
H -3.087 5.013 -7.675
H -5.642 4.590 -8.672
H -5.421 6.097 -7.838
H -6.771 4.991 -7.369
O -7.044 1.706 1.988
P -7.524 2.832 1.185
N -8.906 2.505 0.357
C -9.666 3.494 -0.348
C -9.157 1.166 -0.051
N -6.440 3.356 0.076
C -6.857 4.272 -0.977
C -5.035 3.014 0.200
N -7.877 4.160 2.100
C -9.118 4.142 2.899
C -6.925 5.231 2.361
H -9.432 4.475 0.062
H -10.744 3.319 -0.312
H -9.388 3.502 -1.409
H -8.867 0.488 0.740
H -8.762 0.965 -1.054
H -10.240 1.072 -0.205
H -7.470 3.737 -1.710
H -7.511 5.024 -0.513
H -6.093 4.854 -1.478
H -4.407 3.698 -0.369
H -4.711 3.107 1.245
H -4.829 1.976 -0.071
H -9.887 3.579 2.374
H -8.948 3.562 3.829
H -9.432 5.132 3.228
H -6.396 5.098 3.322
H -7.500 6.160 2.441
H -6.149 5.268 1.598
O 7.596 -3.083 3.932
P 8.079 -3.393 2.578
N 7.256 -4.642 1.840
C 6.859 -5.741 2.720
C 7.580 -5.036 0.466
N 9.693 -3.767 2.585
C 10.540 -3.871 1.404
C 10.374 -3.950 3.846
N 7.954 -2.184 1.460
C 6.623 -1.824 0.934
C 8.825 -1.046 1.630
H 6.002 -6.297 2.332
H 6.596 -5.318 3.687
H 7.699 -6.445 2.876
H 6.755 -5.651 0.100
H 8.546 -5.553 0.405
H 7.636 -4.154 -0.173
H 10.032 -3.776 0.452
H 11.229 -3.004 1.398
H 11.151 -4.774 1.456
H 11.261 -4.572 3.697
H 10.757 -3.001 4.244
H 9.717 -4.428 4.563
H 5.897 -2.556 1.280
H 6.305 -0.827 1.258
H 6.679 -1.788 -0.160
H 8.766 -0.361 0.789
H 9.875 -1.339 1.739
H 8.639 -0.513 2.576
O -3.004 -3.758 1.920
P -3.950 -3.265 0.904
N -3.354 -3.373 -0.625
C -4.107 -3.058 -1.839
C -1.939 -3.463 -0.790
N -4.389 -1.695 1.167
C -5.507 -1.113 0.416
C -4.062 -1.089 2.452
N -5.365 -4.070 0.729
C -5.375 -5.396 0.078
C -6.416 -3.797 1.682
H -4.178 -1.969 -2.001
H -5.129 -3.427 -1.730
H -3.643 -3.494 -2.720
H -1.551 -4.011 -1.658
H -1.478 -4.139 -0.058
H -1.510 -2.456 -0.719
H -5.596 -1.521 -0.576
H -6.409 -1.166 1.045
H -5.381 -0.028 0.363
H -3.000 -1.237 2.648
H -4.211 -0.007 2.483
H -4.650 -1.505 3.278
H -4.523 -6.008 0.399
H -6.267 -5.948 0.364
H -5.346 -5.269 -1.006
H -7.108 -3.077 1.239
H -5.989 -3.342 2.576
H -6.949 -4.709 1.920
O -5.610 7.216 -0.197
P -4.830 8.457 -0.153
N -5.446 9.523 0.929
C -6.781 9.284 1.490
C -4.800 10.761 1.361
N -4.772 9.160 -1.647
C -4.335 10.534 -1.898
C -4.979 8.295 -2.771
N -3.277 8.121 0.269
C -2.936 6.740 0.585
C -2.137 8.954 -0.128
H -7.054 8.238 1.430
H -7.517 9.942 1.004
H -6.808 9.583 2.545
H -5.016 11.631 0.720
H -3.707 10.693 1.392
H -5.129 10.992 2.374
H -3.845 10.976 -1.031
H -3.606 10.561 -2.708
H -5.213 11.165 -2.089
H -4.566 8.715 -3.686
H -4.571 7.291 -2.600
H -6.038 8.049 -2.941
H -2.596 6.141 -0.276
H -2.125 6.737 1.326
H -3.777 6.240 1.062
H -1.714 8.669 -1.094
H -1.378 8.791 0.637
H -2.410 10.005 -0.111
O 2.661 1.431 0.469
P 1.603 0.694 1.177
N 0.065 0.761 0.549
C -1.089 0.143 1.170
C -0.177 1.298 -0.768
N 1.416 1.186 2.746
C 0.337 2.019 3.186
C 2.369 0.691 3.742
N 2.011 -0.901 1.283
C 1.138 -1.967 1.792
C 3.249 -1.361 0.762
H -0.753 -0.264 2.120
H -1.375 -0.729 0.574
H -1.954 0.795 1.288
H -0.369 2.381 -0.769
H -1.075 0.875 -1.233
H 0.663 1.045 -1.418
H 0.163 2.864 2.517
H -0.594 1.463 3.330
H 0.602 2.456 4.153
H 2.991 -0.103 3.355
H 3.031 1.516 4.064
H 1.837 0.360 4.639
H 1.682 -2.908 1.743
H 0.854 -1.782 2.837
H 0.222 -2.050 1.198
H 4.042 -0.648 0.566
H 3.058 -1.937 -0.148
H 3.651 -2.074 1.495
O 1.307 -2.026 5.312
P 1.915 -3.328 5.563
N 1.068 -4.658 5.094
C -0.211 -4.951 5.772
C 1.048 -5.137 3.718
N 2.236 -3.590 7.175
C 2.320 -4.882 7.847
C 2.379 -2.472 8.088
N 3.360 -3.663 4.796
C 3.984 -4.951 4.838
C 4.230 -2.546 4.532
H -0.668 -5.817 5.317
H -0.871 -4.078 5.710
H -0.023 -5.099 6.838
H 2.043 -4.996 3.273
H 0.415 -4.480 3.105
H 0.822 -6.192 3.584
H 2.093 -5.700 7.172
H 3.291 -4.982 8.339
H 1.531 -4.934 8.616
H 2.406 -1.548 7.508
H 1.503 -2.383 8.744
H 3.301 -2.541 8.668
H 3.377 -5.683 5.358
H 4.154 -5.279 3.809
H 4.922 -4.907 5.409
H 4.973 -2.737 3.758
H 4.752 -2.267 5.465
H 3.664 -1.652 4.276
O -0.246 -2.647 -4.688
P 1.187 -2.498 -4.977
N 2.094 -2.453 -3.567
C 3.457 -1.921 -3.510
C 1.373 -2.396 -2.311
N 1.574 -1.089 -5.749
C 1.265 -0.930 -7.185
C 1.478 0.176 -4.967
N 1.793 -3.708 -5.916
C 3.047 -3.605 -6.684
C 1.336 -5.056 -5.614
H 3.394 -0.955 -2.980
H 3.849 -1.689 -4.491
H 4.079 -2.579 -2.901
H 0.494 -3.027 -2.441
H 1.008 -1.416 -1.959
H 1.899 -2.844 -1.463
H 1.289 -1.851 -7.755
H 0.258 -0.494 -7.219
H 1.960 -0.214 -7.630
H 0.534 0.223 -4.402
H 2.330 0.310 -4.303
H 1.462 1.003 -5.675
H 3.507 -4.586 -6.698
H 2.839 -3.217 -7.686
H 3.671 -2.832 -6.238
H 0.373 -5.025 -5.101
H 2.083 -5.568 -5.002
H 1.069 -5.570 -6.543
O 5.320 6.837 0.702
P 4.901 5.564 1.272
N 3.713 5.708 2.418
C 2.825 4.651 2.828
C 3.762 6.869 3.272
N 6.145 4.802 2.063
C 7.400 5.477 2.134
C 5.915 3.576 2.773
N 4.368 4.419 0.237
C 3.092 4.679 -0.484
C 5.344 3.761 -0.580
H 2.611 4.034 1.954
H 1.889 5.055 3.213
H 3.280 3.995 3.576
H 4.559 7.525 2.907
H 4.054 6.612 4.292
H 2.845 7.450 3.167
H 8.226 4.833 1.796
H 7.399 6.382 1.532
H 7.666 5.834 3.145
H 6.819 2.951 2.724
H 5.761 3.715 3.855
H 5.084 3.054 2.301
H 2.621 3.716 -0.708
H 2.453 5.249 0.179
H 3.274 5.229 -1.420
H 4.880 3.054 -1.257
H 6.131 3.327 0.038
H 5.894 4.499 -1.195
*
```

HOMO-LUMO gap = 8.202 eV
LUMO = 0.289 eV

Löwdin atomic charge list, values in e, 8 entries: O -0.27; P 0.46; N -0.30; C -0.11; C -0.12; N -0.28; C -0.09; C -0.11



(2)
# C60H36CdF15GeN9O2S

A structure of composition C60H36CdF15GeN9O2S (ωB97M-V/def2-TZVPD, the Open Molecules 2025 dataset).

```
! wB97M-V def2-TZVPD RIJCOSX def2/J DEFGRID3
* xyz 0 1
Cd -0.747 0.834 0.432
C 3.147 -2.418 -0.981
C 3.866 -2.071 0.235
C 3.208 -1.684 1.337
C 1.772 -1.902 1.442
N 1.065 -2.479 0.542
C 1.599 -2.640 -0.749
C 1.076 -1.524 2.711
C 1.707 -1.604 3.947
C 1.054 -1.104 5.058
C -0.204 -0.548 4.906
C -0.781 -0.550 3.641
N -0.156 -1.035 2.571
C -2.130 0.044 3.412
C -3.076 0.104 4.431
C -4.306 0.682 4.181
C -4.572 1.179 2.917
C -3.586 1.069 1.955
N -2.395 0.518 2.191
H 3.654 -3.042 -1.708
H 4.948 -2.131 0.235
H 3.745 -1.325 2.203
H 1.117 -3.408 -1.338
H 2.693 -2.037 4.033
H 1.528 -1.129 6.031
H -0.709 -0.095 5.746
H -2.855 -0.313 5.402
H -5.049 0.743 4.966
H -5.514 1.650 2.677
H -3.743 1.447 0.951
C -4.096 1.167 -2.671
C -3.060 0.735 -1.683
N -2.103 1.498 -1.289
N -1.950 2.708 -1.865
C -1.182 3.514 -1.127
O -0.817 3.303 0.057
C -0.769 4.780 -1.811
C -0.985 4.984 -3.171
C -0.561 6.158 -3.773
C 0.081 7.138 -3.026
C 0.298 6.940 -1.669
C -0.128 5.765 -1.071
C -3.087 -0.639 -1.136
C -4.123 -1.516 -1.452
C -4.100 -2.802 -0.942
C -3.052 -3.185 -0.124
C -2.062 -2.255 0.155
N -2.078 -1.021 -0.339
H -3.778 2.095 -3.135
H -5.055 1.341 -2.173
H -4.249 0.409 -3.439
H -1.476 4.211 -3.744
H -0.726 6.309 -4.832
H 0.411 8.052 -3.502
H 0.797 7.697 -1.077
H 0.040 5.588 -0.020
H -4.929 -1.195 -2.094
H -4.892 -3.497 -1.187
H -2.995 -4.179 0.298
H -1.214 -2.494 0.780
F 1.436 3.954 5.154
C 2.629 3.449 4.798
C 2.940 3.216 3.471
C 4.193 2.672 3.236
F 4.590 2.419 1.980
C 5.092 2.375 4.243
F 6.286 1.846 3.965
C 4.742 2.628 5.557
F 5.589 2.345 6.545
C 3.503 3.171 5.837
F 3.154 3.409 7.105
Ge 1.717 3.456 1.905
S 1.535 1.408 1.250
C 0.308 4.657 2.589
C -0.739 4.109 3.304
F -0.728 2.796 3.575
C -1.784 4.853 3.809
F -2.772 4.278 4.502
C -1.794 6.222 3.601
F -2.788 6.963 4.085
C -0.759 6.813 2.905
F -0.758 8.132 2.711
C 0.274 6.027 2.418
F 1.247 6.670 1.757
C 2.776 4.482 0.591
C 2.682 4.241 -0.772
F 1.820 3.349 -1.257
C 3.463 4.913 -1.699
F 3.337 4.666 -3.003
C 4.383 5.848 -1.264
F 5.143 6.497 -2.143
C 4.510 6.110 0.089
F 5.398 7.013 0.511
C 3.707 5.429 0.983
F 3.854 5.733 2.284
C -0.734 -9.697 -6.659
C -1.075 -8.236 -6.549
C -0.782 -7.505 -5.408
C -1.121 -6.161 -5.291
C -1.749 -5.506 -6.346
N -2.154 -4.157 -6.296
C -1.645 -3.071 -5.607
O -2.287 -2.044 -5.506
N -0.374 -3.231 -5.119
C 0.318 -2.329 -4.312
C 1.496 -2.558 -3.723
C 1.876 -1.318 -2.978
C 2.112 -1.461 -1.487
N 0.779 -0.374 -3.199
C -0.080 -0.948 -3.949
C -2.051 -6.235 -7.497
C -1.724 -7.573 -7.589
H -0.219 -10.050 -5.766
H -0.090 -9.889 -7.519
H -1.636 -10.299 -6.787
H -0.296 -7.994 -4.572
H -0.936 -5.651 -4.356
H -2.969 -3.908 -6.832
H 0.122 -4.068 -5.377
H 2.097 -3.455 -3.787
H 2.777 -0.873 -3.418
H 2.044 -0.518 -0.954
H -0.984 -0.459 -4.284
H -2.539 -5.736 -8.326
H -1.971 -8.115 -8.494
*
```

HOMO-LUMO gap = 7.342 eV
LUMO = -0.231 eV

Löwdin atomic charge list, values in e, 8 entries: Cd 1.27; C -0.13; C -0.03; C -0.04; C -0.28; N 0.14; C -0.18; C -0.25



These records have molar mass values of 1792.04 1417.07 g/mol, in the order they appear.
These records have ΔE to the lowest compared entry with this formula, charge and spin values of 0.00 53.17 kcal/mol, in the order they appear.
These records have E_HOMO values of -7.91 -7.57 eV, in the order they appear.